[1]
Here is C26H52N11NiOS as an isolated structure from OMol25. Energies are from ωB97M-V/def2-TZVPD.

Results
* spin multiplicity: 2
* LUMO level (alpha / beta): 0.6 / 0.6 eV
* electronic energy: -3605.843796 Eh
* HOMO-LUMO gap (alpha / beta): 6.0 / 5.2 eV
* ⟨S²⟩: 0.75
* max |F|: 0.54 eV/Å

```
92
C26H52N11NiOS | OMol25 | ωB97M-V/def2-TZVPD
Ni 0.52 -0.55 -0.20
C -1.57 1.18 1.98
N -0.83 2.43 2.05
C -1.48 3.46 2.83
C 0.26 2.67 1.25
N 0.83 1.72 0.60
C 1.99 2.03 -0.23
C 3.10 1.03 0.05
N 2.68 -0.37 -0.12
C 3.10 -1.20 1.02
C 2.26 -0.92 2.25
N 0.89 -1.34 2.02
C 0.15 -1.60 3.03
N -0.97 -2.38 2.93
C -1.12 -3.35 1.86
C -2.19 -2.04 3.63
N 0.43 -1.14 4.32
C 0.65 0.27 4.54
C 0.18 -1.93 5.51
C 3.16 -0.93 -1.39
C 2.51 -0.30 -2.63
N 1.09 -0.03 -2.46
C 0.32 -0.08 -3.47
N -0.93 0.50 -3.39
C -2.07 0.05 -4.16
C -1.19 1.45 -2.32
N 0.72 -0.61 -4.74
C 0.81 0.38 -5.79
C 0.27 -1.92 -5.16
N 0.71 4.01 1.21
C 1.72 4.45 2.13
C -0.11 5.02 0.58
H -1.78 0.83 2.99
H -1.00 0.43 1.45
H -2.53 1.33 1.47
H -2.45 3.73 2.41
H -0.87 4.35 2.91
H -1.66 3.08 3.84
H 2.37 3.04 -0.06
H 1.69 1.94 -1.27
H 3.44 1.17 1.08
H 3.95 1.25 -0.60
H 4.16 -1.04 1.25
H 2.96 -2.25 0.74
H 2.32 0.16 2.47
H 2.69 -1.44 3.11
H -0.18 -3.48 1.34
H -1.86 -3.01 1.13
H -1.46 -4.30 2.29
H -2.03 -1.20 4.30
H -2.56 -2.88 4.22
H -2.97 -1.76 2.91
H 0.71 0.80 3.59
H 1.58 0.45 5.10
H -0.17 0.71 5.12
H -0.07 -2.95 5.22
H -0.65 -1.52 6.11
H 1.07 -1.95 6.14
H 2.96 -1.99 -1.38
H 4.25 -0.79 -1.48
H 2.70 -0.96 -3.48
H 3.01 0.65 -2.85
H -1.92 -0.95 -4.55
H -2.30 0.73 -4.99
H -2.95 0.00 -3.51
H -0.35 2.14 -2.23
H -1.33 0.97 -1.35
H -2.08 2.02 -2.59
H 1.24 1.30 -5.40
H -0.17 0.61 -6.24
H 1.46 0.01 -6.58
H 0.10 -2.55 -4.29
H 1.05 -2.40 -5.76
H -0.64 -1.89 -5.77
H 2.30 3.60 2.48
H 1.30 4.96 3.02
H 2.41 5.16 1.65
H -0.96 4.55 0.09
H 0.46 5.56 -0.19
H -0.49 5.76 1.29
O -1.54 -0.93 -0.22
N -2.02 -1.79 -1.10
C -3.34 -1.71 -1.35
C -3.98 -2.57 -2.20
C -3.22 -3.57 -2.82
C -1.89 -3.65 -2.55
C -1.22 -2.77 -1.65
S 0.42 -2.90 -1.27
H -3.83 -0.91 -0.82
H -5.04 -2.47 -2.37
H -3.69 -4.27 -3.51
H -1.28 -4.42 -3.01
```


[2]
Here is C26H52N2PSiV as an isolated structure from OMol25. Energies are from ωB97M-V/def2-TZVPD.

Results
* spin multiplicity: 3
* LUMO level (alpha / beta): 0.4 / 0.4 eV
* electronic energy: -2706.277285 Eh
* HOMO-LUMO gap (alpha / beta): 6.9 / 8.2 eV
* relative energy (zero: lowest compared OMol25 entry of this formula, charge and spin): 0.000 eV
* ⟨S²⟩: 2.02
* max |F|: 0.79 eV/Å

```
83
C26H52N2PSiV | OMol25 | ωB97M-V/def2-TZVPD
V 1.32 -0.52 -1.22
C 3.65 -0.99 -1.29
C 3.10 -1.40 -2.54
C 2.59 -0.26 -3.18
C 2.80 0.86 -2.33
C 3.48 0.39 -1.17
H 4.12 -1.64 -0.57
H 3.07 -2.41 -2.91
H 2.10 -0.23 -4.14
H 2.52 1.88 -2.54
H 3.79 1.00 -0.34
C -2.54 0.88 -4.67
C -2.59 -0.37 -3.79
C -3.80 -0.30 -2.84
C -2.65 -1.64 -4.63
C -1.36 -0.40 -2.98
N -0.40 -0.45 -2.36
H -3.46 0.93 -5.26
H -1.69 0.84 -5.36
H -2.46 1.79 -4.07
H -4.70 -0.33 -3.44
H -3.80 0.62 -2.25
H -3.81 -1.15 -2.15
H -3.57 -1.63 -5.22
H -2.64 -2.53 -4.01
H -1.80 -1.70 -5.32
C 2.79 -2.55 1.58
Si 1.72 -3.55 0.38
C 0.49 -4.50 1.45
C 2.89 -4.79 -0.43
C 0.82 -2.59 -0.93
H 2.58 -2.83 2.62
H 2.59 -1.48 1.49
H 3.85 -2.70 1.40
H 0.99 -5.13 2.20
H -0.16 -5.13 0.84
H -0.15 -3.79 2.00
H 3.47 -5.34 0.31
H 3.59 -4.29 -1.10
H 2.33 -5.52 -1.03
H -0.26 -2.61 -0.72
H 0.94 -3.15 -1.87
C -2.70 0.82 0.36
C -1.86 0.57 1.62
C -1.75 -0.97 1.74
C -2.65 1.11 2.82
P -0.14 1.26 1.31
N 0.61 0.39 0.27
C -0.29 3.00 0.61
C 1.08 3.68 0.67
C -0.65 2.92 -0.89
C -1.31 3.92 1.30
C 0.80 1.33 2.95
C 0.41 2.44 3.94
C 0.63 -0.02 3.66
C 2.31 1.48 2.64
H -3.62 0.23 0.44
H -2.16 0.51 -0.53
H -2.99 1.87 0.25
H -2.72 -1.40 1.50
H -1.48 -1.30 2.74
H -1.01 -1.36 1.04
H -3.65 0.66 2.81
H -2.78 2.19 2.80
H -2.20 0.84 3.78
H 1.87 3.05 0.25
H 1.36 3.97 1.68
H 1.03 4.60 0.08
H -0.04 2.17 -1.39
H -0.44 3.90 -1.34
H -1.69 2.70 -1.07
H -1.14 4.02 2.37
H -2.33 3.60 1.15
H -1.22 4.92 0.86
H -0.64 2.43 4.22
H 0.65 3.43 3.56
H 1.00 2.30 4.85
H -0.35 -0.13 4.11
H 1.36 -0.06 4.48
H 0.81 -0.86 3.00
H 2.61 2.52 2.57
H 2.58 0.97 1.72
H 2.87 1.02 3.46
```


[3]
Here is a 10-piece molecular cluster, C26H52O37S7 overall from OMol25. Energies are from ωB97M-V/def2-TZVPD.

Results
* spin multiplicity: 2
* LUMO level (alpha / beta): -2.8 / -10.1 eV
* electronic energy: -6592.345402 Eh
* HOMO-LUMO gap (alpha / beta): 9.7 / 2.4 eV
* ⟨S²⟩: 0.75
* total charge: +1
* max |F|: 5.09 eV/Å

```
122
C26H52O37S7 | OMol25 | ωB97M-V/def2-TZVPD
C 4.46 0.59 7.09
C 4.33 -0.20 5.81
O 3.43 0.43 4.90
C 3.27 -0.05 3.68
O 3.73 -1.08 3.29
O 2.38 0.79 2.99
C 1.72 0.36 1.86
H 5.03 1.50 6.90
H 4.97 0.10 7.92
H 3.56 1.00 7.54
H 3.84 -1.15 6.04
H 5.31 -0.40 5.38
H 2.35 0.05 1.02
H 0.78 0.84 1.55
H 1.29 -0.59 2.19
C -3.14 -0.35 1.19
C -1.78 0.25 1.34
O -0.86 -0.41 0.36
C -0.60 -0.06 -0.95
O -1.08 0.86 -1.51
O 0.13 -1.01 -1.38
C 0.80 -0.90 -2.57
H -3.16 -1.41 0.93
H -3.46 0.02 0.21
H -3.92 -0.09 1.90
H -1.34 0.07 2.32
H -1.76 1.33 1.26
H 0.33 -0.24 -3.31
H 0.90 -1.90 -3.00
H 1.71 -0.40 -2.25
C -4.88 -2.33 -1.91
C -6.15 -1.58 -1.38
O -5.83 -0.23 -1.20
C -6.71 0.63 -0.57
O -7.67 0.27 0.07
O -6.19 1.89 -0.69
C -4.89 2.25 -1.08
H -4.86 -2.54 -2.98
H -4.94 -3.31 -1.42
H -3.93 -1.95 -1.52
H -6.50 -2.04 -0.45
H -6.92 -1.78 -2.12
H -4.84 3.34 -1.06
H -4.83 1.92 -2.12
H -4.11 1.75 -0.50
C 3.29 -6.98 -1.59
C 3.81 -6.81 -0.13
O 3.52 -5.43 0.19
S 2.18 -4.90 -0.53
O 2.19 -3.52 -0.98
O 1.00 -5.34 0.15
O 2.51 -5.82 -1.89
H 2.75 -7.92 -1.70
H 4.06 -7.11 -2.36
H 4.88 -6.96 0.00
H 3.27 -7.43 0.59
C 4.03 -3.01 -5.35
C 4.30 -2.38 -3.97
O 4.97 -3.44 -3.26
S 6.02 -4.31 -4.17
O 5.93 -5.76 -3.87
O 7.37 -3.76 -4.14
O 5.19 -3.89 -5.52
H 4.20 -2.17 -6.03
H 3.08 -3.53 -5.50
H 3.44 -1.89 -3.51
H 5.05 -1.60 -4.13
C 6.11 2.64 -0.18
C 4.93 2.00 0.75
O 3.81 2.04 -0.01
S 4.19 1.80 -1.58
O 3.60 2.81 -2.47
O 4.13 0.39 -1.99
O 5.83 2.09 -1.38
H 7.11 2.45 0.21
H 5.87 3.70 -0.17
H 4.82 2.55 1.68
H 5.18 0.96 0.98
C 0.11 1.28 5.39
C 0.25 2.46 4.46
O -0.96 3.15 4.55
S -1.63 3.14 6.04
O -3.04 2.85 5.82
O -1.17 4.26 6.89
O -0.85 1.73 6.39
H 0.95 0.95 5.99
H -0.38 0.48 4.84
H 0.35 2.28 3.39
H 0.91 3.25 4.82
C 0.71 3.75 -1.66
C 1.13 5.17 -1.51
O 1.47 5.26 -0.19
S 0.66 4.21 0.80
O -0.70 4.62 0.96
O 1.51 3.68 1.87
O 0.67 3.12 -0.42
H 1.36 3.15 -2.29
H -0.30 3.58 -2.02
H 0.26 5.81 -1.69
H 1.92 5.42 -2.23
C -7.03 -0.78 3.82
C -8.12 -1.24 2.85
O -7.53 -2.33 2.22
S -5.98 -2.73 2.67
O -5.13 -3.04 1.56
O -6.09 -3.77 3.72
O -5.82 -1.22 3.32
H -7.20 -1.14 4.83
H -7.02 0.30 3.91
H -8.31 -0.46 2.12
H -9.07 -1.49 3.31
C -2.44 2.12 -6.65
C -1.82 1.97 -5.25
O -1.45 3.33 -4.93
S -0.84 4.01 -6.28
O 0.51 3.58 -6.48
O -1.23 5.41 -6.29
O -1.78 3.18 -7.25
H -3.37 2.68 -6.50
H -2.46 1.23 -7.28
H -0.98 1.32 -5.02
H -2.59 1.83 -4.49
```


[4]
Here is C26H52O52S13 as an isolated structure from OMol25. Energies are from ωB97M-V/def2-TZVPD.

Results
* LUMO level: -0.4 eV
* electronic energy: -10110.505366 Eh
* HOMO-LUMO gap: 10.4 eV
* relative energy (zero: lowest compared OMol25 entry of this formula, charge and spin): 1.209 eV
* max |F|: 2.30 eV/Å

```
143
C26H52O52S13 | OMol25 | ωB97M-V/def2-TZVPD
C -3.76 5.27 -2.54
C -3.17 3.83 -2.46
O -3.38 3.37 -3.80
S -4.68 3.98 -4.46
O -5.85 3.35 -3.94
O -4.45 4.08 -5.86
O -4.53 5.42 -3.74
H -2.91 5.96 -2.59
H -4.32 5.68 -1.70
H -3.73 3.28 -1.71
H -2.10 3.80 -2.31
C -4.29 -0.13 4.33
C -5.68 -0.61 3.82
O -6.54 -0.58 4.99
S -5.81 0.15 6.21
O -6.12 -0.47 7.45
O -5.94 1.57 6.10
O -4.35 -0.35 5.72
H -4.10 0.91 4.07
H -3.55 -0.80 3.91
H -5.76 -1.64 3.48
H -6.15 0.02 3.07
C 4.17 3.06 2.64
C 4.12 2.24 3.91
O 3.72 0.96 3.43
S 4.23 0.71 1.91
O 3.06 0.56 1.11
O 5.22 -0.31 1.89
O 4.92 2.16 1.79
H 4.67 4.02 2.74
H 3.17 3.23 2.21
H 3.36 2.60 4.59
H 5.13 2.31 4.33
C 0.78 1.41 3.24
C -0.71 1.25 3.59
O -0.85 1.76 4.95
S 0.45 2.61 5.38
O 0.76 2.38 6.74
O 0.35 3.95 4.88
O 1.46 1.75 4.45
H 0.90 2.24 2.55
H 1.19 0.46 2.88
H -1.05 0.23 3.72
H -1.37 1.83 2.95
C 3.77 3.95 -1.04
C 3.25 4.92 -2.10
O 1.89 4.57 -2.38
S 1.38 3.42 -1.41
O 1.51 2.12 -2.00
O 0.11 3.81 -0.88
O 2.56 3.63 -0.34
H 4.51 4.41 -0.40
H 4.17 3.03 -1.46
H 3.82 4.97 -3.02
H 3.20 5.93 -1.68
C 1.66 -1.60 -4.84
C 0.99 -1.84 -6.17
O 1.94 -2.53 -7.00
S 3.29 -2.93 -6.24
O 4.32 -2.02 -6.64
O 3.57 -4.32 -6.37
O 2.67 -2.61 -4.80
H 1.03 -1.67 -3.96
H 2.17 -0.64 -4.74
H 0.67 -0.93 -6.66
H 0.05 -2.40 -6.13
C 3.68 -3.72 3.89
C 2.84 -2.68 3.20
O 1.95 -2.23 4.21
S 2.69 -2.28 5.66
O 1.85 -3.02 6.54
O 3.05 -0.97 6.08
O 3.97 -3.11 5.15
H 4.56 -3.97 3.30
H 3.10 -4.64 4.03
H 2.29 -3.07 2.35
H 3.48 -1.85 2.92
C -2.43 -2.08 -3.83
C -3.65 -1.18 -3.94
O -3.25 0.09 -4.40
S -1.67 0.32 -4.42
O -1.32 1.35 -3.51
O -1.18 0.36 -5.76
O -1.34 -1.14 -3.81
H -2.22 -2.63 -4.76
H -2.37 -2.76 -2.99
H -4.14 -1.13 -2.96
H -4.37 -1.60 -4.64
C -2.00 4.71 2.34
C -1.54 5.32 3.71
O -0.40 6.09 3.39
S 0.29 5.64 2.03
O 1.01 4.41 2.09
O 0.92 6.78 1.45
O -1.14 5.39 1.38
H -2.99 4.97 1.98
H -1.80 3.66 2.15
H -1.34 4.56 4.48
H -2.37 5.89 4.11
C -3.84 -4.11 1.96
C -3.08 -3.49 0.79
O -1.72 -3.39 1.20
S -1.61 -3.39 2.83
O -1.21 -2.12 3.33
O -0.96 -4.57 3.31
O -3.19 -3.59 3.09
H -3.74 -5.20 1.98
H -4.85 -3.76 1.77
H -3.46 -2.52 0.49
H -3.18 -4.14 -0.08
C -0.55 -5.99 -5.03
C 0.72 -5.12 -4.98
O 0.38 -4.30 -3.86
S -0.16 -5.27 -2.70
O -0.85 -4.47 -1.75
O 0.87 -6.19 -2.34
O -1.13 -6.08 -3.71
H -0.49 -7.01 -5.42
H -1.27 -5.54 -5.72
H 0.72 -4.50 -5.87
H 1.71 -5.54 -4.84
C 0.31 -0.58 0.33
C -0.53 -1.25 -0.77
O -1.65 -0.42 -0.95
S -2.00 0.41 0.37
O -2.67 -0.42 1.34
O -2.56 1.69 0.13
O -0.47 0.56 0.76
H 1.18 -0.08 -0.10
H 0.53 -1.26 1.15
H -0.76 -2.27 -0.49
H 0.07 -1.35 -1.67
C 5.00 -1.89 -2.63
C 4.45 -0.61 -1.95
O 3.29 -1.03 -1.27
S 3.22 -2.57 -0.94
O 1.89 -3.02 -1.21
O 3.74 -2.88 0.35
O 4.29 -3.00 -2.08
H 6.06 -2.02 -2.41
H 4.86 -1.86 -3.70
H 4.27 0.20 -2.65
H 5.18 -0.32 -1.19
```


- electronic energy of number 4 (C26H52O52S13)?
  -10110.505366 Eh